Entry 1:
# C5H9NO

A single C5H9NO molecule (ωB97M-V/def2-TZVPD, OMol25).

Positions of all 16 atoms, in Å:
C: 1.151 -0.039 -1.935
N: 0.606 0.311 -0.635
C: 1.186 -0.312 0.525
C: -0.157 -0.738 0.027
C: -1.421 -0.326 0.725
O: -2.341 -1.110 0.833
C: -1.476 1.077 1.283
H: 1.653 -1.023 -1.952
H: 1.869 0.726 -2.255
H: 0.324 -0.053 -2.651
H: 2.008 -1.016 0.390
H: 1.254 0.315 1.411
H: -0.217 -1.720 -0.445
H: -2.460 1.255 1.716
H: -0.717 1.201 2.064
H: -1.255 1.811 0.502

Values from the calculation:
F_max, eV Å⁻¹: 0.39
Total energy, eV: -8867.2491
Molar mass, g mol⁻¹: 99.13
Frontier orbital gap, eV: 10.315

Entry 2:
# C5H9NO

A single C5H9NO molecule (ωB97M-V/def2-TZVPD, OMol25).

Positions of all 16 atoms, in Å:
N: 2.896 0.858 -0.206
C: 1.496 0.726 0.044
C: 2.154 0.138 0.978
C: -1.050 -1.453 -0.340
C: -1.669 -0.059 -0.413
C: -0.806 1.020 0.220
O: 0.413 1.191 -0.535
H: 3.184 0.136 -0.875
H: -0.098 -1.489 -0.879
H: 2.410 -0.063 2.001
H: -0.857 -1.748 0.699
H: -1.718 -2.198 -0.785
H: -1.855 0.220 -1.458
H: -2.644 -0.050 0.093
H: -0.550 0.779 1.258
H: -1.306 1.993 0.197

Values from the calculation:
F_max, eV Å⁻¹: 0.36
Total energy, eV: -8864.7034
Molar mass, g mol⁻¹: 99.13
Frontier orbital gap, eV: 8.906

Number 1: highest occupied orbital energy -9.36 eV. Number 2: highest occupied orbital energy -7.93 eV.